C13H13Cl2F6LiN2O2SSb as an isolated structure, computed with ωB97M-V/def2-TZVPD.

Values from the calculation:
total charge = -1
energy above the lowest of the compared OMol25 structures with the same formula, charge and spin = 8.14 kcal per mole
E_LUMO = 2.42 eV

```
41
Properties=species:S:1:pos:R:3:forces:R:3
C -2.890 1.744 2.592 -0.3 -0.1 0.2
C -2.065 1.577 1.467 0.2 -0.2 -0.1
H 2.628 2.386 0.442 0.0 0.1 0.0
H 2.010 0.431 -3.855 0.0 0.0 0.0
C 1.097 -0.159 -3.928 0.1 -0.1 0.0
F 1.894 -3.167 -1.236 0.0 -0.1 0.0
C 0.356 -0.043 -2.623 0.3 -0.2 0.5
C 4.531 -0.732 -0.627 0.0 0.0 0.0
H 4.986 -1.669 -0.913 0.0 0.0 0.0
C 3.396 -0.779 0.150 0.0 0.1 0.0
C -2.102 3.959 3.058 0.0 0.0 0.0
H -3.589 2.918 4.218 0.0 0.0 0.0
F -0.704 -2.555 -1.127 0.0 -0.1 -0.2
N 2.766 0.360 0.507 -0.1 0.1 0.0
S -2.042 0.102 0.550 0.0 0.1 -0.2
Sb 0.395 -3.859 -0.299 -0.1 0.1 0.1
C 5.042 0.488 -1.039 0.0 0.0 0.0
F 0.696 -2.445 0.984 0.2 -0.3 0.1
H 2.908 -1.675 0.498 0.0 -0.1 0.0
C -1.270 2.704 1.197 0.3 0.1 -0.2
Li 0.315 -0.792 0.199 -0.3 0.6 0.2
H 4.727 2.623 -0.957 0.0 0.0 0.0
O 0.957 -0.270 -1.564 -0.2 0.2 -0.6
O 1.680 0.313 1.198 0.0 -0.1 0.1
H -1.397 0.435 -3.548 0.0 0.0 0.1
C -1.269 3.861 1.955 -0.1 0.0 0.1
C 4.381 1.644 -0.656 -0.1 0.1 0.0
N -0.934 0.296 -2.669 -0.2 0.1 0.4
H 0.524 0.162 -4.795 -0.1 0.0 0.0
F -1.069 -4.490 0.696 0.0 0.0 0.0
F 1.555 -4.994 0.657 0.0 0.0 0.0
H -2.109 4.854 3.664 0.0 0.0 0.0
H 5.931 0.534 -1.650 0.0 0.0 0.0
H 1.386 -1.203 -4.050 0.0 0.0 0.0
F 0.106 -5.121 -1.663 0.0 0.0 -0.1
H -1.451 0.396 -1.778 0.2 -0.1 -0.2
Cl -3.961 0.453 3.076 0.0 0.0 0.0
C 3.241 1.562 0.113 0.1 -0.1 0.0
H -0.613 4.671 1.671 0.0 0.0 0.0
Cl -0.182 2.695 -0.177 -0.2 0.0 0.0
C -2.921 2.887 3.370 0.1 0.0 0.0
```
Positions in Å, forces in eV/Å.